one:
Entry from the Open Molecules 2025 dataset: 3 unconnected molecules or ions with the total composition C2H10O2S2 (ωB97M-V with the def2-TZVPD basis set).

Values from the calculation:
SMILES: CSSC.O.O
Orbital gap (eV): 8.75
Net charge: 0

The geometry in XYZ format:
```
16
Properties=species:S:1:pos:R:3:mulliken_charge:R:1
C -0.687 0.849 -1.928 -0.803
S -0.513 -0.355 -0.543 0.015
S 0.844 -1.814 -0.843 -0.102
C 2.425 -0.916 -0.742 -0.806
H 0.090 0.804 -2.667 0.323
H -1.698 0.695 -2.287 0.262
H -0.631 1.814 -1.443 0.241
H 2.613 -0.482 -1.710 0.283
H 2.355 -0.191 0.060 0.257
H 3.236 -1.626 -0.530 0.313
O -2.743 0.637 1.784 -0.613
H -3.438 0.782 1.129 0.291
H -2.679 -0.328 1.725 0.323
O 0.445 -0.101 2.317 -0.589
H 0.645 -0.321 3.240 0.278
H -0.265 0.552 2.439 0.326
```

two:
Entry from the Open Molecules 2025 dataset: a molecular structure, C2H10O2S2 (ωB97M-V with the def2-TZVPD basis set).

Values from the calculation:
Orbital gap (eV): 3.74
Net charge: 0

The geometry in XYZ format:
```
16
Properties=species:S:1:pos:R:3:mulliken_charge:R:1
C 1.410 0.194 -1.903 -0.573
S 2.425 0.233 -0.436 -0.064
S -2.174 -0.472 -0.146 -0.166
C -0.957 -1.618 0.412 -0.499
H 0.409 -0.258 -1.741 0.071
H 1.166 1.256 -2.383 0.273
H 1.763 -0.414 -2.680 0.371
H 0.143 -1.468 0.066 0.099
H -0.937 -1.592 1.553 0.262
H -1.264 -2.647 -0.017 0.290
H -2.126 2.807 0.979 0.268
H -1.860 1.209 0.484 0.285
O -1.455 2.119 1.007 -0.666
H 1.916 -0.032 1.723 0.264
H 0.585 0.621 1.205 0.331
O 0.956 0.061 1.877 -0.545
```

Question: of the structures shown, which is the most stable? Reply: one.